{
  "formula": "C4H6Cl4",
  "method": "ωB97M-V with the def2-TZVPD basis set",
  "species": ["Cl", "Cl", "Cl", "Cl", "C", "C", "C", "C", "H", "H", "H", "H", "H", "H"],
  "xyz": [[1.8681, 0.6237, -0.8697], [1.7419, -2.4301, -0.1333], [-2.2904, 1.0451, 0.1939], [-0.4133, -3.4822, -1.9626], [0.1181, -2.5951, -0.6703], [0.1187, 0.6165, -0.9510], [0.0745, 1.0239, 1.4591], [-0.5199, 1.3920, 0.1354], [-0.3494, 1.6886, 2.3091], [1.1323, 0.9032, 1.2494], [-0.2777, 0.3745, -1.9152], [-0.3473, -1.6762, -0.3065], [-0.5128, 2.4927, -0.1104], [-0.3429, 0.0234, 1.5721]],
  "homo_lumo_gap_ev": [8.73, 10.13],
  "e_tot_ev": -54331.147,
  "lumo_energy_ev": [0.7, -0.8],
  "spin_multiplicity": 3
}

***

{
  "formula": "C2H5FSi",
  "method": "ωB97M-V with the def2-TZVPD basis set",
  "species": ["Si", "F", "C", "C", "H", "H", "H", "H", "H"],
  "xyz": [[-1.6949, -0.2158, 0.3384], [-3.0498, 0.3463, -0.2341], [1.0386, 0.8716, 0.2814], [-0.2421, 0.8160, -0.1254], [-0.6352, 1.5791, -0.7689], [-2.3505, -0.5842, 1.5630], [1.4546, 0.1748, 1.0021], [1.5252, 1.6510, -0.3204], [-0.1961, -2.2904, -1.7099]],
  "homo_lumo_gap_ev": [9.84, 6.94],
  "e_tot_ev": -12746.033,
  "lumo_energy_ev": [-0.5, -0.4]
}

***

{
  "formula": "C38H54N3O6PS4SbV",
  "method": "ωB97M-V with the def2-TZVPD basis set",
  "species": ["Sb", "V", "S", "S", "S", "S", "P", "O", "O", "O", "O", "O", "O", "N", "N", "N", "C", "C", "C", "C", "C", "C", "C", "C", "C", "C", "C", "C", "C", "C", "C", "C", "C", "C", "C", "C", "C", "C", "C", "C", "C", "C", "C", "C", "C", "C", "C", "C", "C", "C", "C", "C", "C", "C", "H", "H", "H", "H", "H", "H", "H", "H", "H", "H", "H", "H", "H", "H", "H", "H", "H", "H", "H", "H", "H", "H", "H", "H", "H", "H", "H", "H", "H", "H", "H", "H", "H", "H", "H", "H", "H", "H", "H", "H", "H", "H", "H", "H", "H", "H", "H", "H", "H", "H", "H", "H", "H", "H"],
  "xyz": [[-2.9822, -2.8857, -1.0157], [-0.0815, -0.0098, -0.1154], [0.7513, -2.8898, 1.6371], [-4.4127, -2.8863, -2.7200], [-1.1031, -1.4138, -1.8450], [-2.4948, -0.4308, -0.6551], [-0.4375, 1.9693, -1.4553], [0.6429, 3.1667, -1.4168], [-0.4023, 1.1361, 3.9123], [3.9936, -1.0014, -1.0935], [-0.4752, 1.8560, -3.0547], [-1.7047, 2.9126, -1.1455], [-0.2074, -1.8558, 1.1103], [1.7545, -0.4827, -1.3917], [-0.8822, 1.0298, 1.6462], [1.4817, 0.2117, 1.0700], [-1.2625, 1.0140, -3.8987], [-0.2323, -5.1310, 2.7821], [1.2598, 0.4395, 2.3897], [-4.5503, 3.0087, 2.3527], [2.1150, -1.6542, -5.4520], [-2.1672, 3.1060, 1.9515], [0.4860, -2.9110, 3.4395], [-3.0925, 2.6752, -1.3496], [-4.4808, 1.6301, 2.4253], [2.3734, 0.0457, -3.7465], [-3.2745, 0.9558, 2.2480], [1.7472, 3.2260, -0.5240], [2.2202, 0.2486, 3.3600], [-1.0377, 5.2795, 1.1618], [2.9017, 1.4243, -3.3939], [1.9415, -0.8735, -2.7639], [-4.4611, -1.2907, 2.0512], [2.4305, -0.3622, -5.0753], [1.7265, -2.2186, -3.1349], [-3.2217, -0.5345, 2.5351], [2.5450, 2.5306, -4.3879], [3.7172, -0.4571, 1.6592], [2.8869, -0.6078, -0.6884], [2.7102, -0.2580, 0.7375], [-3.0574, -0.7567, 4.0446], [-2.1197, 1.6931, 1.9310], [4.4309, 1.3682, -3.2703], [-0.1006, -4.4826, 1.4111], [-3.3905, 3.7358, 2.1475], [1.7910, -2.5785, -4.4772], [1.5354, -3.3182, -2.1033], [0.5718, -4.4197, -2.5570], [-0.1053, 0.8997, 2.7290], [-0.5540, -3.9829, 3.7352], [-0.4111, 4.2218, 3.3263], [-0.9013, 3.9461, 1.8978], [2.8892, -3.9433, -1.7460], [3.4847, -0.2035, 3.0032], [-3.4368, 4.8180, 2.1488], [-2.1406, -0.2935, 4.4091], [-1.3576, 5.1481, 0.1336], [2.8698, 3.4946, -3.9878], [1.9374, 0.4687, 4.3812], [-3.0431, -1.8273, 4.2745], [-5.3307, -1.0695, 2.6753], [-2.3402, -0.9381, 2.0337], [1.0429, -5.0779, -3.2914], [-0.3080, 3.3018, 3.8988], [4.2575, -0.3546, 3.7454], [2.4901, 1.6757, -2.4196], [-2.1654, 0.6567, -3.4067], [0.1928, -1.8932, 3.6989], [-3.5690, 3.6553, -1.3745], [1.8462, 2.3050, 0.0486], [-0.6693, 0.1577, -4.2144], [-5.3784, 1.0651, 2.6459], [-1.1255, 4.8702, 3.8436], [-0.0703, 5.7897, 1.1539], [4.8715, 1.1184, -4.2406], [4.7434, 0.6193, -2.5453], [-0.3374, -4.0221, -3.0072], [2.7422, 0.3490, -5.8308], [-3.9019, -0.3157, 4.5824], [-4.2901, -2.3693, 2.1161], [-1.5515, -3.5918, 3.5243], [3.0676, 2.3878, -5.3380], [4.8207, 2.3453, -2.9688], [1.1383, -2.8539, -1.1992], [2.6516, 3.3898, -1.1109], [0.4300, -5.0713, 0.6649], [-1.7376, 5.9466, 1.6720], [0.7099, -5.6049, 3.0719], [3.5955, -3.1826, -1.4136], [1.6045, 4.0662, 0.1571], [-3.2805, 2.1602, -2.2916], [-1.5329, 1.6132, -4.7687], [1.4519, -3.1300, 3.8990], [0.5535, 4.7375, 3.3031], [1.5950, -3.6048, -4.7635], [-1.0729, -4.1868, 1.0127], [4.6610, -0.8257, 1.2803], [-0.5293, -4.2854, 4.7824], [2.7672, -4.6892, -0.9530], [1.4802, 2.5918, -4.5769], [-5.4977, 3.5166, 2.4900], [-3.5140, 2.0986, -0.5285], [-0.1458, 3.3439, 1.3929], [-4.7248, -1.0469, 1.0215], [-1.0008, -5.9049, 2.7745], [0.2868, -5.0474, -1.7077], [3.3093, -4.4482, -2.6207], [2.1514, -1.9468, -6.4947]],
  "homo_lumo_gap_ev": [6.76, 5.04],
  "total_charge": -1,
  "e_tot_ev": -141900.762,
  "lumo_energy_ev": [1.9, 1.9],
  "spin_multiplicity": 2
}

***

{
  "formula": "C10H10ClNOS",
  "method": "ωB97M-V with the def2-TZVPD basis set",
  "species": ["Cl", "S", "O", "N", "C", "C", "C", "C", "C", "C", "C", "C", "C", "C", "H", "H", "H", "H", "H", "H", "H", "H", "H", "H"],
  "xyz": [[0.8369, 1.9565, 2.5499], [0.5820, 2.8956, -0.3389], [2.9339, 0.7311, 0.2376], [1.2466, -0.7879, 0.3548], [-0.1423, -0.8034, 0.5046], [-2.4709, -1.4085, 0.3972], [-2.8924, -0.1921, 0.8982], [-0.5643, 0.5457, 0.8024], [0.6542, 2.0050, -2.0081], [1.9979, -1.9493, -0.2037], [-1.1381, -1.6818, 0.1400], [-1.9140, 0.8712, 0.8831], [1.7732, 0.4767, 0.4779], [0.6076, 1.4042, 0.8334], [2.0581, -2.6826, 0.4998], [-0.8693, -2.7162, -0.3782], [1.7327, -2.4444, -1.1401], [-2.2386, 1.9404, 1.0674], [3.0128, -1.5863, -0.1122], [1.6616, 1.7255, -2.0319], [0.2650, 2.6602, -2.6740], [-3.9381, -0.0748, 1.0186], [-3.0745, -2.1987, 0.2105], [-0.1200, 1.3136, -1.9884]],
  "homo_lumo_gap_ev": 8.84,
  "smiles": "CS[C@]1(Cl)C(=O)N(C)c2ccccc21",
  "e_tot_ev": -37426.369,
  "lumo_energy_ev": 0.2
}